The following is a quantum chemistry calculation of a single C5H6Cl2P2 molecule at a distorted geometry, from the OMol25 dataset.

XYZ file:
```
15
Properties=species:S:1:pos:R:3
C 1.24 -0.24 0.37
C 0.89 1.05 -0.16
C -0.02 -0.95 0.87
C -1.21 0.84 -0.61
C -1.18 -0.61 -0.08
P 2.71 -1.00 0.34
P 1.72 2.39 -0.59
Cl -2.19 1.94 0.36
Cl -1.15 -1.65 -1.51
H 0.07 -1.98 0.82
H -0.24 -0.65 1.99
H -1.52 0.99 -1.62
H -1.99 -0.95 0.48
H 2.11 -2.18 0.63
H 0.77 3.00 -1.30
```

frontier orbital gap = 7.5 eV
E_HOMO = -8.752 eV
2S+1 = 1
relative energy (zero: lowest compared OMol25 entry of this formula, charge and spin) = 6.1 kcal per mole
LUMO = -0.046 Ha
strongest force on any atom = 3.908 eV Å⁻¹
total charge = 0

Atom charges from the Mulliken analysis, given in e for atoms 1 to 6:
1. C 0.1188
2. C 0.2226
3. C -1.0684
4. C -0.4760
5. C 0.0321
6. P -0.0048